Molecular formula: C48H124N8O17
Method: DFT, ωB97M-V/def2-TZVPD

Output
E_LUMO	0.225	eV
HOMO energy	-8.486	eV

Each atom is followed by the atoms it is bonded to, with distances in Å.
Cartesian coordinates (Å):
1 C -3.53 -0.86 2.98  O2 1.413, H7 1.090, H8 1.090, H9 1.090
2 O -4.80 -1.42 2.68  C1 1.413, C3 1.432
3 C -4.75 -2.66 1.96  O2 1.432, C4 1.555, H10 1.090, H11 1.090
4 C -6.19 -3.23 2.03  C3 1.555, C5 1.536, N6 1.441, H12 1.090
5 C -6.75 -3.64 3.40  C4 1.536, H13 1.090, H14 1.090, H15 1.090
6 N -6.23 -4.32 1.09  C4 1.441, H16 1.010, H17 1.010
7 H -2.91 -1.57 3.53  C1 1.090
8 H -3.65 -0.01 3.65  C1 1.090
9 H -3.08 -0.54 2.04  C1 1.090
10 H -4.31 -2.45 0.99  C3 1.090
11 H -4.06 -3.37 2.43  C3 1.090
12 H -6.90 -2.52 1.59  C4 1.090
13 H -6.59 -2.81 4.09  C5 1.090
14 H -6.26 -4.48 3.89  C5 1.090
15 H -7.80 -3.93 3.33  C5 1.090
16 H -7.22 -4.49 1.01  N6 1.010
17 H -5.92 -3.79 0.30  N6 1.010
18 C -7.28 0.82 -5.90  O19 1.427, H27 1.090, H28 1.090, H29 1.090
19 O -7.07 -0.08 -4.81  C18 1.427, C20 1.477
20 C -7.69 -1.39 -5.08  O19 1.477, C21 1.564, H30 1.090, H31 1.090
21 C -7.48 -2.33 -3.85  C20 1.564, N22 1.472, H32 1.090, H33 1.090
22 N -6.10 -2.65 -3.45  C21 1.472, C23 1.441, H34 1.010
23 C -5.42 -3.45 -4.44  N22 1.441, C24 1.529, H35 1.090, H36 1.090
24 C -4.15 -4.18 -4.00  C23 1.529, O25 1.414, H37 1.090, H38 1.090
25 O -3.18 -4.23 -5.02  C24 1.414, C26 1.427
26 C -2.07 -5.11 -4.82  O25 1.427, H39 1.090, H40 1.090, H41 1.090
27 H -6.95 1.83 -5.69  C18 1.090
28 H -8.32 0.87 -6.23  C18 1.090
29 H -6.75 0.41 -6.77  C18 1.090
30 H -7.40 -1.78 -6.06  C20 1.090
31 H -8.76 -1.23 -5.22  C20 1.090
32 H -8.10 -3.20 -4.05  C21 1.090
33 H -7.90 -1.83 -2.98  C21 1.090
34 H -5.57 -1.79 -3.46  N22 1.010
35 H -5.08 -2.71 -5.16  C23 1.090
36 H -5.99 -4.20 -4.98  C23 1.090
37 H -4.38 -5.15 -3.55  C24 1.090
38 H -3.71 -3.59 -3.20  C24 1.090
39 H -1.70 -5.59 -5.72  C26 1.090
40 H -2.40 -5.90 -4.15  C26 1.090
41 H -1.22 -4.62 -4.34  C26 1.090
42 C 0.89 2.84 3.10  O43 1.420, H51 1.090, H52 1.090, H53 1.090
43 O -0.18 3.74 2.83  C42 1.420, C44 1.410
44 C 0.08 5.05 3.27  O43 1.410, C45 1.557, H54 1.090, H55 1.090
45 C -1.30 5.74 3.45  C44 1.557, N46 1.427, H56 1.090, H57 1.090
46 N -1.84 6.11 2.19  C45 1.427, C47 1.434, H58 1.010
47 C -3.15 6.70 2.24  N46 1.434, C48 1.586, H59 1.090, H60 1.090
48 C -3.86 6.95 0.85  C47 1.586, O49 1.430, H61 1.090, H62 1.090
49 O -5.29 6.99 0.93  C48 1.430, C50 1.455
50 C -5.91 7.26 -0.35  O49 1.455, H63 1.090, H64 1.090, H65 1.090
51 H 0.80 1.85 2.65  C42 1.090
52 H 1.04 2.68 4.17  C42 1.090
53 H 1.82 3.21 2.67  C42 1.090
54 H 0.70 5.56 2.53  C44 1.090
55 H 0.57 5.07 4.25  C44 1.090
56 H -1.23 6.56 4.17  C45 1.090
57 H -1.93 4.98 3.91  C45 1.090
58 H -1.90 5.32 1.56  N46 1.010
59 H -3.11 7.69 2.71  C47 1.090
60 H -3.80 6.01 2.77  C47 1.090
61 H -3.60 6.25 0.05  C48 1.090
62 H -3.51 7.95 0.57  C48 1.090
63 H -7.00 7.19 -0.33  C50 1.090
64 H -5.46 6.63 -1.12  C50 1.090
65 H -5.78 8.31 -0.61  C50 1.090
66 C 1.13 5.30 -0.74  O67 1.432, H75 1.090, H76 1.090, H77 1.090
67 O 0.46 6.50 -1.12  C66 1.432, C68 1.396
68 C 1.30 7.55 -1.52  O67 1.396, C69 1.498, H78 1.090, H79 1.090
69 C 0.69 8.81 -0.99  C68 1.498, N70 1.456, H80 1.090, H81 1.090
70 N 0.94 9.05 0.43  C69 1.456, C71 1.428, H82 1.010
71 C 0.62 10.39 0.78  N70 1.428, C72 1.531, H83 1.090, H84 1.090
72 C 0.79 10.62 2.29  C71 1.531, O73 1.419, H85 1.090, H86 1.090
73 O 0.40 11.89 2.77  C72 1.419, C74 1.464
74 C 1.38 12.96 2.63  O73 1.464, H87 1.090, H88 1.090, H89 1.090
75 H 0.48 4.67 -0.13  C66 1.090
76 H 2.01 5.52 -0.13  C66 1.090
77 H 1.44 4.79 -1.66  C66 1.090
78 H 1.27 7.54 -2.60  C68 1.090
79 H 2.30 7.51 -1.08  C68 1.090
80 H -0.39 8.87 -1.11  C69 1.090
81 H 1.13 9.69 -1.46  C69 1.090
82 H 0.32 8.45 0.95  N70 1.010
83 H -0.37 10.70 0.43  C71 1.090
84 H 1.21 11.14 0.26  C71 1.090
85 H 1.80 10.41 2.64  C72 1.090
86 H 0.08 9.95 2.77  C72 1.090
87 H 2.16 12.93 3.39  C74 1.090
88 H 0.85 13.92 2.64  C74 1.090
89 H 1.94 12.89 1.69  C74 1.090
90 C -11.82 3.54 -1.72  O91 1.417, H99 1.090, H100 1.090, H101 1.090
91 O -10.59 3.30 -1.06  C90 1.417, C92 1.432
92 C -9.43 3.36 -1.90  O91 1.432, C93 1.517, H102 1.090, H103 1.090
93 C -8.21 3.08 -1.05  C92 1.517, N94 1.474, H104 1.090, H105 1.090
94 N -6.96 2.94 -1.83  C93 1.474, C95 1.449, H106 1.010
95 C -5.90 2.36 -1.03  N94 1.449, C96 1.515, H107 1.090, H108 1.090
96 C -4.62 2.11 -1.79  C95 1.515, O97 1.413, H109 1.090, H110 1.090
97 O -4.78 1.09 -2.75  C96 1.413, C98 1.456
98 C -3.53 0.78 -3.44  O97 1.456, H111 1.090, H112 1.090, H113 1.090
99 H -11.88 4.60 -1.98  C90 1.090
100 H -12.77 3.24 -1.28  C90 1.090
101 H -11.83 3.08 -2.70  C90 1.090
102 H -9.33 4.31 -2.43  C92 1.090
103 H -9.43 2.69 -2.77  C92 1.090
104 H -8.39 2.11 -0.59  C93 1.090
105 H -8.16 3.82 -0.25  C93 1.090
106 H -6.98 2.42 -2.69  N94 1.010
107 H -6.19 1.44 -0.52  C95 1.090
108 H -5.74 3.08 -0.23  C95 1.090
109 H -3.82 1.92 -1.07  C96 1.090
110 H -4.36 3.05 -2.28  C96 1.090
111 H -3.68 -0.08 -4.09  C98 1.090
112 H -2.84 0.46 -2.66  C98 1.090
113 H -3.16 1.60 -4.06  C98 1.090
114 C 6.06 -7.00 11.95  O115 1.441, H123 1.090, H124 1.090, H125 1.090
115 O 6.49 -5.88 11.16  C114 1.441, C116 1.394
116 C 6.08 -4.63 11.61  O115 1.394, C117 1.528, H126 1.090, H127 1.090
117 C 6.25 -3.57 10.52  C116 1.528, N118 1.486, H128 1.090, H129 1.090
118 N 5.05 -3.28 9.70  C117 1.486, C119 1.471, H130 1.010
119 C 4.82 -4.37 8.74  N118 1.471, C120 1.555, H131 1.090, H132 1.090
120 C 3.59 -4.12 7.81  C119 1.555, O121 1.424, H133 1.090, H134 1.090
121 O 3.49 -5.26 6.97  C120 1.424, C122 1.413
122 C 2.39 -5.16 6.08  O121 1.413, H135 1.090, H136 1.090, H137 1.090
123 H 4.97 -6.96 11.93  C114 1.090
124 H 6.47 -6.90 12.95  C114 1.090
125 H 6.38 -7.94 11.50  C114 1.090
126 H 6.71 -4.44 12.48  C116 1.090
127 H 5.02 -4.67 11.88  C116 1.090
128 H 7.04 -3.87 9.83  C117 1.090
129 H 6.53 -2.61 10.97  C117 1.090
130 H 4.32 -3.26 10.39  N118 1.010
131 H 4.55 -5.22 9.37  C119 1.090
132 H 5.69 -4.69 8.16  C119 1.090
133 H 3.66 -3.17 7.26  C120 1.090
134 H 2.72 -3.97 8.45  C120 1.090
135 H 2.32 -6.10 5.52  C122 1.090
136 H 2.53 -4.28 5.47  C122 1.090
137 H 1.47 -5.13 6.66  C122 1.090
138 C 2.02 1.77 -7.45  O139 1.374, H147 1.090, H148 1.090, H149 1.090
139 O 2.19 0.42 -7.65  C138 1.374, C140 1.444
140 C 3.21 -0.11 -6.78  O139 1.444, C141 1.560, H150 1.090, H151 1.090
141 C 3.36 -1.64 -7.05  C140 1.560, N142 1.411, H152 1.090, H153 1.090
142 N 4.22 -1.78 -8.16  C141 1.411, C143 1.421, H154 1.010
143 C 4.65 -3.09 -8.50  N142 1.421, C144 1.502, H155 1.090, H156 1.090
144 C 5.76 -3.04 -9.51  C143 1.502, O145 1.458, H157 1.090, H158 1.090
145 O 5.25 -2.54 -10.78  C144 1.458, C146 1.397
146 C 4.38 -3.36 -11.50  O145 1.397, H159 1.090, H160 1.090, H161 1.090
147 H 2.90 2.38 -7.63  C138 1.090
148 H 1.77 1.97 -6.41  C138 1.090
149 H 1.31 2.22 -8.15  C138 1.090
150 H 2.84 -0.05 -5.76  C140 1.090
151 H 4.07 0.55 -6.79  C140 1.090
152 H 2.39 -2.13 -7.12  C141 1.090
153 H 3.94 -2.02 -6.21  C141 1.090
154 H 3.75 -1.44 -9.00  N142 1.010
155 H 3.89 -3.80 -8.82  C143 1.090
156 H 5.12 -3.40 -7.57  C143 1.090
157 H 6.18 -4.01 -9.74  C144 1.090
158 H 6.66 -2.48 -9.26  C144 1.090
159 H 4.15 -2.90 -12.46  C146 1.090
160 H 3.42 -3.44 -11.00  C146 1.090
161 H 4.73 -4.38 -11.66  C146 1.090
162 C 9.40 -8.29 2.55  O163 1.393, H171 1.090, H172 1.090, H173 1.090
163 O 8.62 -7.16 2.82  C162 1.393, C164 1.421
164 C 7.34 -7.13 2.20  O163 1.421, C165 1.552, H174 1.090, H175 1.090
165 C 6.53 -5.91 2.70  C164 1.552, N166 1.427, H176 1.090, H177 1.090
166 N 6.94 -4.78 1.92  C165 1.427, C167 1.443, H178 1.010
167 C 6.58 -3.55 2.58  N166 1.443, C168 1.516, H179 1.090, H180 1.090
168 C 7.00 -2.28 1.86  C167 1.516, O169 1.476, H181 1.090, H182 1.090
169 O 6.67 -1.11 2.70  C168 1.476, C170 1.446
170 C 7.46 0.04 2.30  O169 1.446, H183 1.090, H184 1.090, H185 1.090
171 H 10.31 -8.16 3.13  C162 1.090
172 H 9.75 -8.32 1.52  C162 1.090
173 H 8.92 -9.22 2.84  C162 1.090
174 H 6.91 -8.12 2.39  C164 1.090
175 H 7.35 -7.13 1.11  C164 1.090
176 H 6.68 -5.75 3.76  C165 1.090
177 H 5.46 -6.14 2.66  C165 1.090
178 H 7.93 -4.82 1.74  N166 1.010
179 H 7.08 -3.43 3.54  C167 1.090
180 H 5.51 -3.41 2.78  C167 1.090
181 H 6.70 -2.23 0.81  C168 1.090
182 H 8.08 -2.33 1.72  C168 1.090
183 H 7.31 0.76 3.10  C170 1.090
184 H 7.17 0.45 1.33  C170 1.090
185 H 8.50 -0.28 2.26  C170 1.090
186 C 1.25 -2.36 -0.33  O187 1.381, H188 1.090, H189 1.090, H190 1.090
187 O 1.99 -2.14 -1.48  C186 1.381, H191 0.960
188 H 0.65 -3.26 -0.31  C186 1.090
189 H 1.96 -2.25 0.49  C186 1.090
190 H 0.50 -1.58 -0.26  C186 1.090
191 H 2.68 -2.81 -1.45  O187 0.960
192 C 5.49 -6.22 -3.13  O193 1.429, H194 1.090, H195 1.090, H196 1.090
193 O 5.08 -5.38 -2.06  C192 1.429, H197 0.960
194 H 5.65 -7.23 -2.75  C192 1.090
195 H 4.70 -6.35 -3.87  C192 1.090
196 H 6.36 -5.82 -3.65  C192 1.090
197 H 5.76 -5.37 -1.39  O193 0.960